# 1
Here is a molecular structure, C43H54As3N7S3SeSn from the Open Molecules 2025 dataset. Energies are from wB97M-V/def2-TZVPD.

**Total charge**: +2
**HOMO**: -12.1 eV
**Orbital gap**: 5.01 eV
**Largest force on an atom**: 1.3 eV/A
**Multiplicity**: 1
**LUMO level**: -7.1 eV

XYZ file:
```
112
Properties=species:S:1:pos:R:3:forces:R:3
Sn 0.202 -0.182 0.033 0.308 -0.288 0.085
C -1.135 2.946 -3.320 -0.095 -0.033 -0.083
As 0.232 1.610 -2.857 0.132 0.237 -0.332
C 0.306 0.800 -4.644 -0.081 -0.033 0.060
C 1.759 2.868 -3.019 -0.173 -0.172 0.075
C 3.188 2.387 -2.699 0.023 -0.060 -0.243
C 3.414 0.965 -3.214 -0.025 0.211 0.177
C 3.462 2.492 -1.194 -0.128 -0.117 0.026
As 3.069 0.999 0.055 0.303 -0.375 -0.043
C 3.678 1.967 1.641 -0.219 -0.038 0.222
C 4.655 -0.135 -0.089 -0.123 0.008 -0.032
C 4.127 3.385 -3.424 0.158 -0.150 0.173
As 6.112 3.221 -3.671 0.083 0.172 -0.074
C 6.214 1.780 -5.003 -0.086 -0.092 0.109
C 6.809 2.163 -2.161 -0.217 -0.067 -0.051
H -1.034 3.220 -4.369 0.075 0.009 0.002
H -1.029 3.844 -2.712 0.048 -0.010 -0.034
H -2.134 2.541 -3.161 0.035 -0.026 -0.013
H 0.553 1.569 -5.377 0.020 0.006 0.030
H -0.675 0.392 -4.890 -0.011 -0.010 0.025
H 1.035 -0.002 -4.704 0.053 -0.002 0.025
H 1.510 3.729 -2.392 0.000 0.012 -0.031
H 1.704 3.211 -4.055 0.000 -0.017 -0.012
H 2.720 0.271 -2.724 0.019 -0.085 -0.093
H 4.430 0.639 -2.996 -0.036 -0.058 -0.047
H 3.260 0.921 -4.293 0.021 -0.078 -0.004
H 2.919 3.343 -0.776 0.062 0.011 0.038
H 4.526 2.670 -1.027 -0.017 -0.080 0.084
H 4.707 2.285 1.476 0.005 -0.059 -0.117
H 3.649 1.322 2.519 0.006 -0.022 -0.043
H 3.066 2.848 1.826 0.050 -0.028 -0.062
H 5.555 0.477 -0.080 -0.019 0.051 -0.054
H 4.622 -0.752 -0.983 -0.001 0.049 -0.012
H 4.665 -0.786 0.785 -0.049 0.039 -0.008
H 3.992 4.370 -2.968 0.006 0.025 -0.041
H 3.798 3.487 -4.462 -0.008 0.016 -0.009
H 5.653 2.050 -5.897 -0.015 0.038 0.012
H 5.852 0.826 -4.622 0.011 0.006 -0.056
H 7.259 1.661 -5.287 0.012 0.051 0.010
H 6.763 2.716 -1.223 -0.007 0.020 -0.007
H 7.858 1.967 -2.378 0.004 0.035 -0.040
H 6.298 1.206 -2.062 0.045 -0.007 0.064
S 0.461 -2.857 -5.557 -0.253 -0.097 0.040
C 0.027 -3.249 -7.163 0.110 0.071 0.104
C -1.282 -3.603 -7.263 0.077 -0.072 -0.133
C -1.950 -3.571 -6.017 -0.078 0.094 0.170
C -1.147 -3.167 -4.984 0.352 0.101 -0.302
C -1.505 -2.970 -3.585 -0.158 -0.041 0.196
C -0.823 -2.037 -2.772 0.010 -0.034 0.018
N -1.108 -1.816 -1.505 0.020 0.101 0.042
C -2.104 -2.519 -0.928 -0.128 -0.171 -0.255
C -2.864 -3.455 -1.651 0.141 0.191 0.087
C -3.918 -4.173 -0.999 -0.103 -0.048 0.120
C -4.193 -3.966 0.305 -0.059 -0.121 -0.088
C -3.412 -3.052 1.084 0.154 0.120 -0.111
C -3.640 -2.865 2.452 0.144 0.156 0.082
C -2.840 -2.002 3.181 0.065 -0.115 -0.257
C -1.809 -1.350 2.471 -0.082 -0.145 0.118
N -1.575 -1.508 1.184 -0.026 0.161 0.086
C -2.366 -2.336 0.471 -0.173 -0.088 0.256
C -3.019 -1.769 4.608 0.079 0.287 0.362
C -3.871 -2.394 5.478 0.084 -0.027 -0.209
C -3.791 -1.893 6.799 -0.066 -0.006 0.129
C -2.885 -0.889 6.924 0.114 0.091 -0.056
S -2.110 -0.540 5.441 -0.229 -0.225 -0.106
C -2.542 -3.669 -2.996 0.158 0.043 0.008
H 0.774 -3.201 -7.939 -0.044 -0.016 -0.038
H -1.751 -3.873 -8.197 -0.011 -0.034 0.018
H -2.998 -3.808 -5.901 -0.008 0.027 0.019
H -0.005 -1.455 -3.184 -0.039 -0.012 -0.029
H -4.481 -4.894 -1.578 -0.043 0.026 0.011
H -4.991 -4.505 0.800 -0.005 -0.023 -0.033
H -4.446 -3.407 2.930 -0.014 0.004 -0.008
H -1.157 -0.664 2.995 0.029 0.018 -0.023
H -4.531 -3.201 5.193 -0.012 0.002 0.008
H -4.386 -2.261 7.621 0.006 -0.005 -0.003
H -2.623 -0.326 7.805 -0.030 -0.032 0.024
H -3.093 -4.416 -3.553 0.011 0.022 -0.055
Se 0.277 4.501 1.849 -0.070 0.216 -0.310
N 0.435 4.193 3.554 0.079 0.047 0.691
C 0.652 2.899 3.710 -0.039 -0.032 -0.575
C 0.896 2.227 4.932 0.089 -0.287 0.213
C 1.167 0.894 4.866 0.020 0.302 0.317
C 1.139 0.217 3.620 0.004 -0.058 -0.550
N 0.888 0.784 2.465 -0.261 -0.294 0.221
C 0.676 2.127 2.483 -0.132 0.622 0.264
N 0.506 2.824 1.372 -0.086 -0.450 -0.222
H 0.877 2.769 5.868 0.030 0.025 -0.013
H 1.394 0.331 5.760 -0.026 -0.039 -0.013
H 1.334 -0.850 3.580 -0.031 -0.019 0.064
S -4.338 2.527 0.925 0.277 -0.142 -0.099
C -3.227 3.353 -0.085 -0.092 -0.018 0.051
C -2.138 2.576 -0.308 -0.124 0.097 0.083
N -2.169 1.348 0.298 0.388 -0.217 -0.034
C -3.269 1.193 0.976 -0.304 0.103 0.061
H -3.440 4.343 -0.454 0.035 -0.003 -0.017
H -1.281 2.836 -0.908 -0.094 0.044 0.184
H -3.517 0.297 1.527 -0.008 0.034 -0.005
C 2.483 -3.188 2.028 -0.133 -0.077 -0.247
C 2.091 -2.934 0.555 0.498 -0.563 0.512
C 0.905 -3.874 0.197 -0.243 0.430 -0.222
C 3.270 -3.308 -0.379 -0.208 0.032 -0.020
N 1.717 -1.610 0.343 0.053 1.241 -0.412
H 2.833 -4.213 2.157 0.030 0.012 0.078
H 1.615 -3.032 2.673 0.015 -0.015 0.029
H 3.279 -2.507 2.329 0.014 0.011 0.018
H 1.179 -4.888 0.479 0.067 -0.013 0.007
H 0.702 -3.826 -0.873 0.000 -0.076 0.008
H 0.007 -3.581 0.741 0.018 -0.088 0.064
H 3.432 -4.386 -0.355 0.044 0.000 0.037
H 4.181 -2.807 -0.061 0.002 -0.085 -0.008
H 3.036 -3.005 -1.400 0.021 -0.030 -0.021
```
Forces are in eV/Å.

Atom charges from the Löwdin analysis, given in e for atoms 1 to 99: Sn 1.125; C -0.308; As 1.093; C -0.316; C -0.334; C -0.654; C -0.086; C -0.300; As 1.163; C -0.259; C -0.279; C -0.371; As 1.147; C -0.344; C -0.354; H 0.039; H 0.026; H 0.030; H 0.041; H 0.033; H -0.014; H 0.077; H 0.079; H 0.048; H 0.052; H 0.093; H 0.075; H 0.057; H 0.048; H 0.036; H 0.014; H 0.027; H 0.022; H 0.025; H 0.067; H 0.064; H 0.022; H 0.006; H 0.022; H 0.015; H 0.027; H -0.011; S 1.046; C -0.384; C -0.159; C -0.105; C -0.484; C -0.180; C -0.093; N 0.030; C -0.170; C -0.116; C 0.008; C 0.004; C -0.116; C 0.078; C -0.184; C -0.115; N 0.007; C -0.173; C -0.469; C -0.098; C -0.156; C -0.382; S 1.052; C 0.076; H 0.076; H 0.115; H 0.119; H 0.072; H 0.129; H 0.128; H 0.133; H 0.067; H 0.117; H 0.117; H 0.077; H 0.137; Se 1.194; N -0.213; C -0.372; C 0.035; C -0.044; C -0.131; N 0.007; C -0.518; N -0.263; H 0.135; H 0.119; H 0.111; S 1.078; C -0.370; C -0.321; N -0.077; C -0.464; H 0.081; H 0.030; H 0.068; C -0.045

# 2
Here is 3 unconnected molecules or ions with the total composition C43H54BCl4NO7P2 from the Open Molecules 2025 dataset. Energies are from wB97M-V/def2-TZVPD.

**HOMO**: -8.4 eV
**Orbital gap**: 7.21 eV
**SMILES**: CCCCCCCCc1ccc2c(c1CCCCCC)C(=O)c1c(CNC)c(PP(=O)(O)O)cc(CB(O)O)c1C2=O.Clc1ccccc1Cl.Clc1ccccc1Cl
**Largest force on an atom**: 4.6 eV/A
**Multiplicity**: 1
**LUMO level**: -1.2 eV

XYZ file:
```
112
Properties=species:S:1:pos:R:3:forces:R:3
C -2.947 2.341 3.410 0.237 0.753 0.672
C -3.646 1.174 4.268 0.436 -0.357 0.291
C -3.562 -0.293 3.565 0.122 0.250 0.183
C -4.934 -0.661 2.764 1.017 1.511 0.467
C -4.874 0.142 1.372 0.317 -0.454 -0.414
C -5.512 -0.626 0.115 -1.261 1.265 0.460
C -6.147 0.454 -0.935 -0.301 -1.217 -0.684
C -5.160 0.806 -2.149 0.910 -0.127 0.154
C -3.910 1.719 -1.747 3.210 2.864 1.518
C -3.984 2.705 -0.535 1.951 -0.564 -1.522
C -2.817 3.591 -0.046 0.102 -2.660 -3.289
C -1.479 3.492 -0.818 -1.871 -1.425 -0.633
C -1.333 2.572 -2.065 -2.120 0.406 2.406
C -2.532 1.706 -2.515 -0.917 0.853 1.102
C -2.416 0.738 -3.811 0.136 0.932 0.408
C -1.407 -0.508 -3.542 -0.732 0.500 0.257
C -1.371 -0.897 -1.966 0.887 -1.046 -0.797
C -0.569 -2.277 -1.685 -0.511 0.420 0.929
C -0.709 -2.621 -0.097 0.899 -0.662 -0.632
C 0.293 -1.741 0.809 0.047 0.082 0.199
C 0.103 2.601 -2.792 -1.223 -0.165 -1.788
O 0.105 2.520 -4.046 0.739 0.079 4.005
C 1.377 2.778 -1.861 2.800 0.754 2.600
C 2.777 2.152 -2.121 -0.568 1.126 1.383
C 3.065 1.274 -3.424 1.551 0.681 0.170
N 3.384 -0.170 -3.087 -0.798 0.366 -1.409
C 2.361 -0.994 -3.806 -0.474 -1.054 0.472
C 3.996 2.365 -1.139 -4.060 1.230 1.301
P 5.725 1.672 -1.415 -0.364 1.565 0.097
P 6.266 0.245 0.185 1.171 -4.056 0.260
O 6.497 -1.150 -0.399 -0.668 3.442 1.391
O 5.160 0.240 1.479 2.352 1.204 -1.065
O 7.794 0.771 0.792 -3.155 0.520 0.001
C 3.766 3.211 0.140 -2.724 -0.489 -2.340
C 2.390 3.854 0.435 0.280 -0.804 -2.517
C 2.235 4.711 1.789 0.086 -1.720 -0.509
B 1.452 3.725 2.852 -1.293 -0.889 0.987
O 0.760 2.514 2.397 0.399 2.352 0.470
O 1.376 3.997 4.269 1.264 -0.801 -1.969
C 1.218 3.660 -0.561 1.780 -1.223 -0.753
C -0.226 4.336 -0.342 -0.267 1.176 0.722
O -0.394 5.461 0.198 0.779 -3.681 -1.441
H -2.061 2.766 4.024 -1.378 -0.614 -1.020
H -2.512 2.010 2.409 -0.827 0.252 1.261
H -3.665 3.227 3.243 1.086 -1.404 0.093
H -4.728 1.456 4.544 1.563 -0.485 -0.585
H -3.081 1.119 5.275 -0.913 -0.003 -1.546
H -2.667 -0.215 2.834 -1.450 -0.434 1.037
H -3.302 -1.074 4.374 -0.473 1.531 -1.847
H -5.774 -0.174 3.392 1.064 -1.197 -0.985
H -5.104 -1.784 2.666 0.299 1.512 -0.006
H -3.777 0.377 1.090 -1.736 -0.279 0.605
H -5.409 1.150 1.527 0.796 -1.544 -0.325
H -4.784 -1.335 -0.407 -0.905 1.024 0.741
H -6.414 -1.238 0.492 1.444 0.747 -0.532
H -6.589 1.370 -0.407 0.828 -1.319 -0.697
H -7.051 -0.097 -1.407 1.394 1.032 0.563
H -4.714 -0.203 -2.501 -0.798 1.611 0.451
H -5.715 1.265 -3.055 0.860 -0.628 1.536
H -4.990 2.717 0.025 1.964 0.196 -0.882
H -2.992 4.240 0.870 0.568 -0.865 -1.491
H -2.059 1.425 -4.663 -0.322 -1.273 1.262
H -3.445 0.348 -4.149 1.531 0.697 0.888
H -0.380 -0.208 -3.950 -1.498 -0.680 0.657
H -1.853 -1.390 -4.141 1.050 1.257 0.945
H -0.854 -0.094 -1.327 -1.084 -1.011 -0.998
H -2.450 -1.086 -1.628 1.444 0.538 -0.269
H -1.001 -3.130 -2.337 0.707 1.340 1.075
H 0.561 -2.183 -1.869 -1.738 -0.104 0.002
H -1.802 -2.507 0.242 1.653 -0.304 -0.481
H -0.351 -3.718 -0.008 -0.979 1.628 0.069
H -0.276 -1.145 1.616 0.917 -0.717 -1.414
H 0.912 -1.042 0.139 -0.997 -0.792 1.093
H 1.062 -2.381 1.384 -1.288 0.814 -0.993
H 4.044 1.693 -3.883 -1.669 -0.287 0.604
H 2.275 1.360 -4.242 0.859 0.043 1.451
H 4.328 -0.393 -3.454 -1.033 0.134 0.231
H 1.378 -0.870 -3.215 1.499 -0.124 -1.262
H 2.600 -2.123 -3.792 -0.129 1.764 0.180
H 2.230 -0.713 -4.910 0.028 -0.209 1.424
H 5.753 0.874 -2.609 -0.420 -0.019 0.998
H 5.513 0.766 2.242 -0.479 -0.692 -0.820
H 7.681 1.612 1.302 0.335 -0.764 -0.636
H 4.597 3.388 0.909 -1.269 -0.313 -1.397
H 1.649 5.679 1.654 1.030 -1.229 0.051
H 3.294 4.848 2.200 -1.511 0.301 -0.559
H -0.176 2.755 2.207 0.793 -0.470 0.217
H 1.570 3.190 4.796 -0.729 0.677 -0.569
Cl -4.682 -1.515 6.196 -0.127 -0.168 0.535
C -4.208 -3.164 6.410 -0.140 -0.253 0.092
C -2.913 -3.613 6.148 -0.073 -0.283 0.080
Cl -1.659 -2.558 5.600 0.011 0.055 0.095
C -2.595 -4.958 6.332 -0.264 -0.184 0.111
C -3.563 -5.852 6.777 0.002 0.177 -0.035
C -4.852 -5.404 7.044 0.088 0.142 -0.058
C -5.174 -4.063 6.860 0.116 -0.323 0.024
H -1.591 -5.315 6.128 -0.082 0.192 -0.017
H -3.311 -6.898 6.917 0.015 0.128 -0.026
H -5.608 -6.099 7.394 0.056 0.113 -0.041
H -6.182 -3.722 7.069 0.169 0.104 -0.068
Cl 5.244 -1.216 -5.952 0.013 0.189 -0.037
C 6.746 -1.889 -5.425 0.180 -0.309 0.113
C 7.901 -1.120 -5.293 0.202 -0.213 0.104
Cl 7.925 0.574 -5.632 -0.187 0.037 -0.026
C 9.087 -1.717 -4.871 -0.026 -0.339 0.062
C 9.121 -3.077 -4.580 -0.153 0.123 -0.072
C 7.967 -3.843 -4.707 -0.036 0.182 -0.057
C 6.783 -3.250 -5.129 0.285 -0.115 0.092
H 9.990 -1.125 -4.768 -0.195 0.054 -0.050
H 10.047 -3.538 -4.254 -0.091 0.096 -0.028
H 7.991 -4.903 -4.478 -0.051 0.125 -0.030
H 5.887 -3.855 -5.227 0.033 0.200 -0.027
```
Forces are in eV/Å.

Atom charges from the Löwdin analysis, given in e for atoms 1 to 99: C -0.133; C -0.248; C -0.264; C -0.194; C -0.222; C -0.182; C -0.208; C -0.175; C -0.084; C -0.009; C 0.004; C -0.042; C 0.003; C -0.059; C -0.153; C -0.171; C -0.196; C -0.215; C -0.251; C -0.125; C -0.231; O 0.040; C 0.029; C -0.066; C -0.212; N -0.132; C -0.169; C -0.362; P 0.848; P 0.421; O -0.379; O -0.218; O -0.243; C -0.032; C -0.106; C -0.039; B -0.463; O 0.054; O 0.083; C 0.023; C -0.255; O 0.044; H 0.077; H 0.048; H 0.077; H 0.103; H 0.099; H 0.097; H -0.034; H 0.102; H 0.108; H 0.100; H 0.104; H 0.105; H 0.110; H 0.102; H 0.110; H 0.104; H 0.128; H 0.087; H 0.102; H 0.112; H 0.100; H 0.082; H 0.118; H 0.113; H 0.103; H 0.114; H 0.089; H 0.097; H 0.102; H 0.064; H 0.072; H 0.075; H 0.113; H 0.107; H 0.032; H 0.055; H 0.095; H 0.081; H -0.078; H 0.073; H 0.063; H 0.099; H 0.118; H 0.110; H 0.083; H 0.108; Cl 0.754; C -0.647; C -0.664; Cl 0.713; C -0.108; C -0.083; C -0.083; C -0.108; H 0.106; H 0.107; H 0.106